Record 1
# C5H34NO13

A 12-piece molecular cluster, C5H34NO13 overall at a distorted geometry (ωB97M-V with the def2-TZVPD basis set, OMol25).

```
53
Properties=species:S:1:pos:R:3:mulliken_charge:R:1
C -2.11008 0.49755 -0.60251 0.005
N -1.86205 -0.98208 -0.95525 -0.213
C -2.81981 -1.43040 -1.98683 -0.471
O -3.04939 -0.37353 -2.88875 -0.572
C -2.01411 0.76931 0.87113 -1.185
C -0.73575 0.46731 1.69334 2.039
C -0.90850 1.40775 2.93794 -2.136
O -0.63584 -0.82318 2.03610 -0.316
H -1.31611 1.14582 -0.99160 -0.078
H -3.16282 0.73081 -0.83782 0.476
H -1.01818 -1.11154 -1.36771 0.435
H -3.87478 -1.33255 -1.45329 0.277
H -2.49568 -2.31547 -2.71979 0.261
H -2.91646 0.17791 1.27770 0.210
H -2.28415 1.84740 0.95501 0.363
H 0.12977 0.81806 0.99708 -0.676
H -0.72338 2.39492 2.80546 0.523
H -1.84633 1.19097 3.49985 0.323
H -0.00969 1.03809 3.59682 0.505
H -1.23873 -1.24326 1.45777 0.343
H 0.11715 4.32496 -0.46138 0.299
H 0.29162 2.96448 -1.34893 0.334
O 0.48512 3.96170 -1.32159 -0.709
H -0.46166 0.67380 -4.33760 0.218
H -2.07097 -0.18848 -3.23726 0.379
O -0.16307 0.24599 -3.56294 -0.728
H 1.71986 1.84598 -0.49272 -0.057
H 2.32010 2.75518 0.31810 0.573
O 2.18503 1.84181 0.37991 -0.579
H 1.00176 -1.04708 -2.79785 0.311
H 1.02329 -0.14653 -1.62013 0.402
O 0.79403 -1.10326 -1.81399 -0.860
H 1.99329 2.02881 -2.33927 -0.025
H 0.50879 0.77373 -2.93950 0.409
O 1.33745 1.59481 -2.02198 -0.915
H 0.30004 -2.95624 0.84804 0.325
H -0.51670 -4.23862 1.38629 0.303
O 0.29282 -3.82739 1.00524 -0.671
H 2.30410 -1.93676 0.57377 0.302
H 1.24741 -1.03786 0.15804 0.018
O 1.43967 -1.57138 0.87763 -0.417
H 1.85227 2.66097 1.98132 0.372
H 0.80147 3.34016 2.81472 0.263
O 1.71995 3.22445 2.71615 -0.683
H 0.71335 -4.13651 -1.34720 0.360
H 0.72589 -2.77130 -1.76453 0.350
O 0.95879 -3.69351 -2.11753 -0.694
H 0.60862 -2.50196 3.03021 0.367
H 0.07050 -1.38227 3.95331 0.347
O 0.37242 -2.34686 3.90121 -0.724
H 3.09290 0.37764 0.13862 0.377
H 3.95504 -0.45901 1.01141 0.302
O 3.87174 -0.14334 0.10579 -0.663
```

Kohn-Sham gap	9.179	eV
spin multiplicity	1
total charge	-1

***

Record 2
# C18H60N12O12

A 12-piece molecular cluster, C18H60N12O12 overall at a distorted geometry (ωB97M-V with the def2-TZVPD basis set, OMol25).

```
102
Properties=species:S:1:pos:R:3:mulliken_charge:R:1
N -16.52758 -11.57973 -7.88843 -0.139
C -16.47560 -10.34350 -7.52787 0.530
N -15.88047 -10.15841 -6.34144 -0.126
O -17.19129 -9.47079 -8.06144 -0.745
H -16.27344 -12.27895 -7.20535 0.171
H -17.14492 -11.91823 -8.61261 0.203
H -16.13414 -9.27654 -5.91949 0.195
H -15.33474 -10.92690 -5.97851 -0.007
N -15.68255 -16.16476 -5.43646 0.152
C -16.68116 -16.94481 -5.40370 0.718
N -16.33559 -18.20977 -5.54479 -0.317
O -17.82142 -16.56658 -5.19723 -0.753
H -14.71664 -16.44759 -5.52089 0.185
H -15.94748 -15.19606 -5.32905 -0.463
H -15.37918 -18.44130 -5.77228 0.212
H -17.05807 -18.91555 -5.54018 0.213
N -9.10931 -13.26399 -7.00356 -0.388
C -9.46489 -14.51370 -6.88403 0.522
N -8.48671 -15.19229 -7.38530 -0.489
O -10.48303 -15.01485 -6.37231 -0.875
H -8.21135 -13.15694 -7.45333 0.122
H -9.69376 -12.56874 -6.56180 0.227
H -8.63418 -16.19119 -7.40857 0.234
H -7.68184 -14.69811 -7.74315 0.139
N -13.28886 -12.91079 -10.19875 -0.105
C -13.36271 -12.93955 -11.50384 0.633
N -14.39443 -13.62035 -12.04548 -0.292
O -12.58766 -12.29435 -12.19435 -0.733
H -12.52578 -12.50300 -9.67767 0.143
H -13.88008 -13.53805 -9.67233 -0.004
H -14.67203 -13.39516 -12.99011 0.198
H -14.90853 -14.20126 -11.39869 0.163
N -11.44671 -17.47044 -6.88253 0.083
C -12.36381 -18.35311 -6.50140 0.571
N -12.11504 -19.55251 -7.02416 -0.364
O -13.24380 -18.14302 -5.70213 -0.743
H -11.27386 -16.57390 -6.45073 -0.100
H -10.87428 -17.71626 -7.67751 0.019
H -12.77280 -20.29513 -6.83450 0.274
H -11.28205 -19.71945 -7.57038 0.126
N -12.99680 -13.51556 -5.13796 1.056
C -13.72721 -13.68768 -6.15962 0.277
N -13.03234 -14.30497 -7.05976 1.340
O -14.88681 -13.21281 -6.29394 -0.253
H -12.03252 -13.80338 -5.22414 -0.215
H -13.35858 -13.13434 -4.27546 -0.513
H -13.39229 -14.65662 -7.93547 -1.081
H -12.16113 -14.70247 -6.73868 -0.199
C -10.44168 -14.29367 -2.64906 -0.131
C -10.35855 -14.01846 -1.12517 -0.598
O -9.56350 -15.02031 -0.49209 -0.556
H -9.42579 -14.26713 -3.04319 0.360
H -11.18739 -13.68374 -3.15895 -0.328
H -10.73304 -15.33514 -2.78531 0.353
H -11.36631 -13.86354 -0.73977 0.390
H -9.99573 -13.01963 -0.88266 0.253
H -8.66223 -14.98156 -0.82042 0.316
C -13.94009 -10.51866 -2.48860 -0.907
C -12.65398 -11.29814 -2.20158 0.698
O -12.42791 -11.18029 -0.79942 -0.618
H -14.75095 -11.11515 -2.07047 0.338
H -14.16951 -10.61551 -3.54977 -0.048
H -13.96676 -9.48274 -2.15058 0.368
H -11.87806 -10.90282 -2.85717 0.289
H -12.84652 -12.32688 -2.50608 -0.525
H -11.53940 -10.88948 -0.58127 0.337
C -11.57822 -15.66643 -10.21504 0.554
C -10.18532 -16.10854 -10.65307 -0.704
O -10.20003 -17.54133 -10.61592 -0.566
H -11.94255 -16.27265 -9.38566 -0.721
H -12.26022 -15.79034 -11.05624 0.528
H -11.57953 -14.61186 -9.93936 0.057
H -9.34672 -15.76432 -10.04779 0.225
H -10.11605 -15.69495 -11.65918 0.377
H -9.61838 -17.85976 -9.92174 0.290
C -16.05588 -14.24334 -2.42765 -0.788
C -16.97374 -13.50442 -3.37799 -0.345
O -16.32326 -12.36823 -4.02819 -0.463
H -16.57306 -15.08793 -1.97236 0.394
H -15.64488 -13.67985 -1.58999 0.339
H -15.19400 -14.57772 -3.00510 0.030
H -17.84461 -13.12113 -2.84622 0.332
H -17.33111 -14.15787 -4.17385 0.299
H -16.08561 -12.56054 -4.93821 0.267
C -12.04283 -8.97786 -5.66881 -1.206
C -11.31492 -10.35473 -6.00587 0.087
O -10.24980 -10.65267 -5.11481 -0.543
H -12.59442 -8.95053 -4.72908 0.164
H -12.73523 -8.70614 -6.46558 0.362
H -11.21177 -8.30498 -5.45746 0.414
H -10.78927 -10.15625 -6.93989 0.600
H -12.05592 -11.14120 -6.14897 -0.126
H -9.57089 -9.98754 -5.25001 0.312
C -14.44240 -17.73765 -9.47256 -1.407
C -14.89424 -16.59551 -8.69097 0.516
O -14.94134 -15.36323 -9.34230 -0.493
H -13.52864 -17.48045 -10.00830 0.245
H -15.20467 -17.97372 -10.21506 0.384
H -14.02956 -18.56394 -8.89384 0.285
H -14.31735 -16.40754 -7.78545 -0.365
H -15.94868 -16.75677 -8.46677 0.608
H -15.84537 -15.17870 -9.60741 0.266
```

Kohn-Sham gap	8.073	eV
spin multiplicity	1
total charge	0

***

| no. | LUMO level (eV) | E (eV) |
| --- | --- | --- |
| 1 | 2.71 | -33842.8342 |
| 2 | -0.65 | -62092.0960 |